[1]
The following is a DFT calculation (ωB97M-V/def2-TZVPD) of C37H32F3Ti as an isolated structure at a distorted geometry.

The geometry in XYZ format:
```
73
Properties=species:S:1:pos:R:3:forces:R:3:lowdin_charge:R:1
Ti -0.36024 3.09080 -1.63385 1.60 -3.11 0.57 0.66
F 2.49966 1.48487 4.50488 -0.10 -1.09 -0.38 0.03
F -3.36753 1.72659 3.19943 0.08 -1.23 -0.09 0.04
F 4.69370 -1.48934 1.51027 -0.87 0.35 0.97 0.03
C 0.68408 2.73932 0.69961 0.37 1.12 -0.78 -0.16
C 3.04725 -1.09609 -2.69660 -1.14 -0.03 0.37 -0.08
C 0.13226 -0.66463 -0.17824 -1.65 4.43 2.30 -0.05
C -1.76916 0.15947 2.40790 -0.52 0.58 0.37 0.02
C 0.81820 4.59368 -0.71783 0.80 1.03 0.55 -0.28
C 1.19952 -0.08814 3.27851 0.39 0.57 -0.24 0.04
C -0.18753 3.88375 -3.62343 -0.34 0.44 -0.78 -0.25
C -0.07870 -1.29131 1.37996 1.20 -2.43 -1.52 -0.20
C -4.91691 5.43934 0.29651 0.02 -0.24 -0.01 -0.12
C -5.25792 4.09613 0.51442 0.07 0.11 -0.16 -0.11
C -3.11483 3.41028 -0.38400 -0.06 -0.86 0.17 -0.28
C 1.00124 -1.14564 -1.31828 1.02 -1.62 0.18 -0.20
C -0.04347 1.54868 -3.65057 -1.13 0.26 0.21 -0.16
C 2.45161 0.40831 3.64661 0.05 0.56 0.07 -0.24
C -1.52147 3.33476 -3.48282 0.34 -1.09 -0.80 -0.23
C 1.85651 3.66180 -1.07704 -0.27 -0.04 0.19 -0.19
C -3.67436 -1.87354 2.60271 0.06 0.39 0.64 -0.08
C -2.13301 2.29060 -0.64383 -0.30 -0.08 0.03 -0.21
C 2.34060 -1.57927 1.76016 0.42 0.44 -0.36 0.04
C 0.12652 4.04025 0.41042 -0.06 -0.68 0.44 -0.21
C -2.82881 4.75353 -0.69522 -0.10 -0.62 0.07 -0.08
C 1.14278 -0.96973 2.18257 0.32 -0.86 0.68 -0.17
C -3.06600 0.42411 2.88146 0.78 0.18 0.21 -0.23
C -2.37184 -2.17500 2.21281 0.10 0.03 -0.70 -0.04
C 2.05698 -0.41328 -1.97850 -0.76 -0.57 1.12 -0.03
C 1.76221 2.54227 -0.19852 -0.61 -0.04 0.54 -0.17
C 0.88842 -2.52654 -1.62497 -0.55 0.35 0.48 -0.07
C 0.71227 2.74614 -3.72140 -0.37 0.96 0.36 -0.20
C -1.41668 1.89191 -3.49300 0.53 0.79 -0.42 -0.17
C -4.01386 -0.58316 3.04690 0.76 0.45 -0.87 -0.02
C 1.85820 -3.20203 -2.34743 0.58 0.54 -0.15 -0.10
C 3.65290 -0.01699 3.09826 0.02 -0.36 -0.30 0.05
C -1.42460 -1.14595 2.04399 0.09 0.84 -0.49 -0.18
C -4.35745 3.08662 0.19012 0.02 0.68 0.01 -0.07
C -3.70626 5.75886 -0.31361 0.03 0.03 -0.05 -0.10
C 3.55945 -1.04414 2.16553 -0.12 -0.32 -0.63 -0.23
C 2.95280 -2.48061 -2.84120 0.68 -0.26 -0.06 -0.11
H 0.32977 0.53230 -3.76042 -0.05 0.34 0.21 0.09
H -2.23845 1.17423 -3.39176 0.44 0.45 0.01 0.10
H -5.59419 6.23017 0.59416 -0.05 -0.01 -0.02 0.08
H 0.04521 -2.19526 0.78327 -0.15 -1.65 1.90 0.10
H -1.91589 5.01713 -1.25764 -0.35 -0.09 0.46 0.09
H 2.13297 0.67155 -1.87410 -0.17 -0.47 0.12 0.08
H -1.86899 1.76900 0.29904 -0.24 0.45 -0.20 0.02
H 4.61316 0.42918 3.32044 -0.17 0.09 0.12 0.13
H 0.06234 4.95026 -3.70277 -0.08 -0.64 -0.28 0.09
H 2.40673 1.66428 -0.16564 -0.11 0.34 -0.14 0.08
H -4.44959 -2.63735 2.56993 0.27 0.03 0.28 0.10
H -4.97667 -0.30033 3.43169 -0.34 -0.16 -0.05 0.11
H 0.01908 -3.09442 -1.21473 0.81 0.46 -0.25 0.12
H -6.23457 3.83412 0.91544 0.11 0.14 0.10 0.09
H -2.43972 3.90086 -3.37239 0.13 -0.13 -0.03 0.10
H -4.57620 2.02834 0.38812 0.04 0.52 -0.08 0.11
H 3.88006 -0.52082 -3.09640 -0.14 -0.26 -0.02 0.10
H 0.35774 2.04081 1.47571 0.18 0.47 -0.40 0.07
H 0.60722 5.54498 -1.18415 0.44 0.25 0.32 0.09
H 2.32374 -2.40056 1.03202 0.05 0.58 0.17 0.13
H 2.66378 3.82623 -1.79535 -0.54 -0.11 0.17 0.10
H -2.11425 -3.21435 1.97228 -0.06 0.53 -0.11 0.11
H 0.33395 0.32689 3.80390 0.30 -0.19 -0.49 0.12
H -3.40390 6.78833 -0.49834 -0.31 -0.06 0.04 0.10
H 1.81823 -4.28170 -2.44434 -0.05 0.11 -0.16 0.09
H 3.81655 -2.99259 -3.28594 -0.57 0.02 0.01 0.10
H -1.00932 -0.70097 -0.39665 2.00 1.11 -0.38 0.16
H 0.61397 0.29750 0.30998 -1.76 -0.93 -2.60 0.11
H -1.01893 0.98121 2.36037 -1.03 -0.70 -0.25 0.11
H 1.78783 2.80257 -3.87820 -0.34 0.01 0.13 0.09
H -0.66626 4.51345 1.00061 0.31 -0.25 -0.49 0.11
H -2.64601 1.51191 -1.23464 -0.01 0.17 0.15 0.03
```
Forces are in eV/Å.

Output
- M: 581.5 Da
- Net charge: -1
- Orbital gap: 4.26 eV

---

[2]
The following is a DFT calculation (ωB97M-V/def2-TZVPD) of one molecule with the formula C4H9NO2 at a distorted geometry.

The geometry in XYZ format:
```
16
Properties=species:S:1:pos:R:3:forces:R:3:lowdin_charge:R:1
O -1.12110 -0.24507 -1.83028 0.16 -0.82 0.58 0.06
O -2.23112 -0.32328 0.14654 -0.26 0.06 -0.30 0.14
N 0.97158 0.56543 -0.03163 -0.02 0.05 0.69 -0.07
C 2.48818 -0.77333 1.33773 -0.01 -0.66 -0.05 -0.10
C -0.35679 1.17410 -0.04954 -0.18 0.07 -0.87 -0.16
C -1.35175 0.12516 -0.52033 0.30 0.22 0.17 -0.51
C 1.04101 -0.49797 0.99046 0.25 0.00 -0.07 -0.29
H 2.59267 -1.66314 1.96632 -0.19 0.07 -0.05 0.07
H 0.50357 -0.19654 1.89688 -0.21 -0.20 -0.02 0.12
H 2.91084 0.04294 1.91568 0.28 0.24 -0.23 0.07
H -0.39146 1.94122 -0.83158 0.19 0.05 0.19 0.13
H -0.67843 1.62225 0.88798 -0.07 -0.19 0.29 0.12
H 1.61954 1.28051 0.29028 0.05 0.01 -0.37 0.11
H -0.25033 -0.69326 -1.81594 -0.26 0.60 -0.34 0.12
H 0.60333 -1.41658 0.58431 -0.21 0.17 0.14 0.12
H 3.03357 -0.98662 0.41190 0.19 0.33 0.24 0.08
```
Forces are in eV/Å.

Output
- M: 103.1 Da
- SMILES: CCNCC(=O)O
- Orbital gap: 10.75 eV
- Relative energy (zero: lowest compared OMol25 entry of this formula, charge and spin): 125.79 kJ/mol

---

[3]
The following is a DFT calculation (ωB97M-V/def2-TZVPD) of a 11-piece molecular cluster, C44H66O33 overall at a distorted geometry.

The geometry in XYZ format:
```
143
Properties=species:S:1:pos:R:3:forces:R:3:lowdin_charge:R:1
O -5.78390 9.17769 7.25640 0.12 1.66 -1.08 0.06
O -13.26154 5.48033 4.94791 -1.92 -0.92 -0.08 0.15
O -27.10668 6.83233 1.30606 -1.13 -0.41 0.25 0.10
O -2.89852 3.04648 4.14590 -0.87 -0.99 -0.08 0.15
O -10.09970 2.21194 14.21702 -1.62 -0.39 -1.59 0.14
O -25.45831 11.62343 7.41260 0.61 -0.03 -1.93 0.12
O -28.58105 7.87510 -0.09250 0.52 -1.46 2.47 0.13
O -26.01661 10.74417 9.32709 0.80 -1.47 -0.33 0.09
O -9.04856 4.36628 -1.18016 -3.09 -0.70 -0.78 0.11
O -4.91597 2.03869 4.49390 1.13 0.74 1.23 0.07
O -19.89400 5.91570 12.04944 2.04 1.26 0.62 0.11
O -12.38901 -4.21794 3.25888 2.47 0.57 0.83 0.08
O -15.48114 4.99562 5.58310 2.39 0.36 -0.81 0.02
O -20.00154 3.83488 11.17840 -0.07 1.55 1.73 0.12
O -24.10946 10.05380 8.24588 -2.79 1.51 0.33 0.12
O -12.62589 -4.14168 1.14836 1.17 0.03 -3.55 0.09
O -10.55731 -3.55143 1.97561 -3.99 -2.00 0.27 0.12
O -12.31927 1.99773 14.19471 -0.04 -0.67 0.51 0.08
O -4.82238 8.36280 9.02751 0.64 -2.32 0.74 0.10
O -12.98542 11.65289 6.99116 0.98 1.51 -0.17 0.07
O -20.58387 7.91578 -1.91957 -1.11 1.44 0.02 0.10
O -4.29263 10.41923 8.46461 -1.03 -0.68 -0.59 0.15
O -11.32071 2.42850 12.24494 0.64 -0.31 1.79 0.07
O -29.00652 7.62926 2.10239 -1.76 0.49 -0.07 0.08
O -14.72031 13.00252 6.93879 0.52 1.68 0.16 0.08
O -21.64364 4.71464 12.35560 -1.19 -2.59 0.18 0.12
O -11.10879 4.97600 -1.77384 -1.81 2.31 -0.05 0.11
O -14.61457 4.17917 3.71879 -1.39 -1.25 -2.36 0.07
O -3.75565 1.53266 2.71867 0.47 -0.67 -0.83 0.08
O -10.54531 2.89729 -1.97928 -0.04 -1.63 -0.25 0.09
O -18.80770 8.05023 -3.19167 0.50 0.10 -0.69 0.08
O -19.91333 9.93256 -2.72575 -0.28 -0.93 0.22 0.16
O -12.64750 13.93854 6.93949 -1.15 -1.76 0.32 0.16
C -20.61893 6.60476 13.04761 -0.67 1.20 0.08 -0.09
C -13.92512 -4.23483 1.59067 -1.79 0.34 0.63 -0.13
C -20.43608 4.73234 11.88986 1.19 -2.93 -4.18 -0.60
C -5.36451 7.22781 8.34317 -3.52 -0.88 2.47 -0.22
C -11.71873 -3.97496 2.08890 2.06 1.85 1.47 -0.49
C -14.11234 10.83721 6.89381 -0.31 -1.47 0.62 -0.14
C -12.30695 4.35111 -2.12945 -0.70 -2.10 -0.63 -0.08
C -20.16398 6.59630 -2.04966 -1.15 -1.78 0.15 -0.34
C -28.29455 7.28894 3.25161 1.48 -0.82 0.18 -0.09
C -7.08879 1.52064 3.95891 -0.86 0.01 0.03 -0.03
C -6.17673 6.40976 9.45327 0.75 -0.79 -1.23 -0.03
C -12.68187 1.72645 -1.89613 0.13 0.68 -0.36 -0.01
C -21.35673 5.68459 -2.46921 0.98 0.44 0.52 -0.01
C -13.76360 -4.36065 3.06983 -0.78 -0.43 0.78 -0.36
C -11.86983 2.89715 -2.50568 -0.29 0.31 0.67 -0.28
C -12.92441 1.53079 10.73413 0.03 -0.20 0.09 -0.02
C -16.54883 4.22490 5.04845 -1.22 1.56 0.16 -0.29
C -6.38043 7.92465 7.34255 1.22 -1.77 1.04 -0.10
C -10.19006 4.10169 -1.58601 6.15 0.01 1.20 -0.61
C -15.25730 11.73154 7.20268 -1.56 0.30 -0.57 -0.34
C -26.44362 12.42995 7.92418 -0.96 3.09 -0.90 -0.13
C -19.80705 8.74428 -2.63132 0.32 1.42 0.07 -0.56
C -26.97653 11.74920 9.12144 -1.11 -0.06 1.84 -0.35
C -27.27104 6.31953 2.63371 0.99 -1.24 1.12 -0.34
C -5.01780 0.89580 2.53489 -0.75 0.17 0.19 -0.07
C -16.46495 11.60120 6.24997 -0.01 0.26 0.85 -0.01
C -22.62092 5.60978 14.28360 0.14 -0.24 -0.16 -0.01
C -4.91623 9.40554 8.27259 0.85 2.56 -0.71 -0.60
C -14.53149 -3.35217 3.91603 0.25 -1.00 0.65 -0.01
C -19.04100 6.67388 -3.04097 0.96 -0.92 -0.01 -0.12
C -16.04475 3.79159 3.64873 0.16 0.31 1.31 -0.03
C -12.70828 2.42519 11.95994 -0.44 0.80 -1.44 -0.34
C -14.31572 4.93274 4.74341 -0.78 1.18 2.14 -0.52
C -21.95099 5.90554 12.93210 -1.13 1.78 2.47 -0.35
C -25.90565 6.15590 3.24058 0.27 0.92 0.83 -0.03
C -13.37699 12.97816 6.98752 1.04 0.44 -0.81 -0.50
C -3.75051 2.26004 3.83078 -0.08 1.04 0.42 -0.55
C -13.37710 2.13255 13.26761 -0.66 -1.13 0.91 -0.10
C -28.28912 7.42878 1.01064 0.45 2.06 -3.50 -0.54
C -5.69328 1.01473 3.90973 0.81 -0.14 -0.54 -0.34
C -27.04413 12.48694 10.44240 -0.13 1.18 -0.45 -0.02
C -17.84580 5.17921 5.09121 1.15 -1.26 -0.20 -0.01
C -11.14752 2.16660 13.60900 2.20 1.23 0.09 -0.52
C -25.12565 10.75138 8.30638 3.46 -3.34 1.24 -0.55
H -19.24357 6.18964 -3.99625 -0.24 0.23 -0.14 0.14
H -17.99299 5.84526 4.24104 0.39 -0.24 -0.31 0.07
H -16.15002 2.73498 3.40256 0.54 -0.04 0.44 0.13
H -21.83604 6.06423 -3.37156 -0.16 0.21 0.23 0.09
H -27.81545 13.25544 10.39158 -0.14 0.05 0.04 0.09
H -12.65212 0.82923 -2.51435 0.09 0.11 0.01 0.08
H -25.96554 13.38275 8.15156 -0.12 0.27 0.24 0.14
H -14.30399 -3.58642 4.95597 0.13 0.22 0.12 0.08
H -19.81460 6.31793 -1.05541 0.11 -0.36 -0.03 0.15
H -25.92344 5.69860 4.22985 -0.42 0.03 0.11 0.09
H -16.68021 4.28790 2.91526 0.93 0.66 -0.42 0.12
H -13.94928 1.49047 10.36520 -0.12 0.15 0.30 0.08
H -4.60814 6.57798 7.90302 0.13 0.44 -0.14 0.15
H -21.02615 4.67294 -2.70451 0.24 -0.02 0.13 0.08
H -14.50939 -5.08530 1.23934 0.60 -0.09 -0.66 0.14
H -4.89131 -0.14386 2.23292 0.14 0.25 -0.18 0.14
H -23.65160 5.33238 14.06256 -0.07 0.17 0.63 0.09
H -12.31978 1.47291 -0.89978 0.24 0.14 -0.08 0.09
H -17.74673 5.83984 5.95252 -0.13 -0.38 0.19 0.08
H -14.00500 10.08496 7.67528 -0.06 -0.36 -0.36 0.14
H -13.93664 1.19819 13.22290 -0.18 0.01 0.24 0.14
H -14.28928 10.38722 5.91692 0.72 -0.06 -0.17 0.14
H -7.79610 0.84447 3.47870 -0.02 0.02 -0.02 0.09
H -27.77804 8.16555 3.64261 -0.06 0.19 0.11 0.14
H -5.57724 5.97282 10.25189 0.44 0.70 0.11 0.07
H -12.31096 1.85248 9.89253 0.03 0.42 0.16 0.08
H -6.43054 7.36075 6.41110 0.30 0.50 -0.29 0.13
H -7.05743 6.88923 9.88054 0.31 0.48 -0.18 0.08
H -20.74304 7.66384 12.82164 0.30 -0.07 -0.46 0.14
H -25.49858 7.15765 3.37799 0.63 -0.13 -0.18 0.09
H -17.10845 12.47183 6.37648 -0.02 0.00 0.19 0.08
H -14.24091 -2.31819 3.73020 -0.14 -0.10 -0.26 0.09
H -15.60451 -3.53163 3.84871 -0.06 0.28 -0.39 0.09
H -27.18668 12.63349 7.15312 -0.05 -0.13 0.05 0.15
H -15.48339 11.70529 8.26866 -0.51 -0.11 -0.01 0.16
H -26.10509 13.01702 10.60155 0.11 -0.17 0.27 0.09
H -27.98799 11.38673 8.93799 0.14 -0.80 -0.19 0.15
H -11.82567 2.90890 -3.59473 0.18 -0.73 -0.03 0.15
H -5.60108 1.47644 1.82023 0.16 -0.17 -0.36 0.14
H -12.58522 0.50988 10.90961 -0.13 -0.09 0.38 0.09
H -5.54228 0.07456 4.44017 -0.13 0.05 0.38 0.15
H -20.17239 6.60282 14.04194 0.31 -0.71 -0.04 0.14
H -7.38633 1.66656 4.99731 -0.04 -0.20 0.03 0.09
H -28.95282 6.86730 4.01122 0.08 -0.07 -0.21 0.14
H -13.06897 3.43881 11.78510 0.60 0.27 -0.89 0.15
H -22.47840 6.32653 15.09233 -0.59 0.84 -0.57 0.08
H -27.28592 11.83251 11.27986 0.17 -0.10 -0.22 0.09
H -22.12256 4.77527 14.77689 0.05 -0.53 -0.59 0.09
H -25.27070 5.48707 2.65953 -0.04 0.41 -0.33 0.09
H -18.71400 4.52429 5.16487 -0.15 0.24 0.19 0.07
H -16.72803 3.41083 5.75079 0.02 -0.21 -0.22 0.14
H -16.14218 11.64074 5.20960 0.18 -0.30 0.07 0.09
H -7.14360 2.51053 3.50590 0.02 -0.10 -0.27 0.10
H -14.51526 -3.34265 1.38123 0.30 0.26 -0.50 0.13
H -7.40247 8.00060 7.71374 0.09 0.04 0.37 0.13
H -13.97760 2.93713 13.69203 -0.32 -0.07 -0.56 0.14
H -18.15279 6.19502 -2.62881 0.17 0.11 -0.12 0.13
H -27.60425 5.28207 2.66118 -1.01 0.03 -0.79 0.15
H -6.53295 5.48096 9.00771 -0.30 0.03 -0.51 0.07
H -17.07984 10.72455 6.45369 0.20 -0.14 -0.11 0.08
H -13.99919 -5.39687 3.31242 -0.23 0.08 0.63 0.15
H -12.69334 4.72417 -3.07794 -0.43 0.84 0.71 0.14
H -13.72299 2.02160 -1.76558 -0.11 0.02 -0.21 0.07
H -22.01739 5.62338 -1.60440 -0.35 0.06 -0.36 0.08
H -12.97513 4.26641 -1.27244 -0.29 0.73 -0.18 0.13
H -22.58527 6.43373 12.22020 -0.30 0.25 0.27 0.16
```
Forces are in eV/Å.

Output
- M: 1123.0 Da
- SMILES: C[C@H]1COC(=O)O1.C[C@H]1COC(=O)O1.C[C@H]1COC(=O)O1.C[C@H]1COC(=O)O1.C[C@H]1COC(=O)O1.C[C@H]1COC(=O)O1.C[C@H]1COC(=O)O1.C[C@H]1COC(=O)O1.C[C@H]1COC(=O)O1.C[C@H]1COC(=O)O1.C[C@H]1COC(=O)O1
- Orbital gap: 9.84 eV
- Relative energy (zero: lowest compared OMol25 entry of this formula, charge and spin): 675.12 kJ/mol